(1)
53
Properties=species:S:1:pos:R:3 method="wB97M-V/def2-TZVPD" total_charge=+3 lumo_ev=-13.22 energy_ev=-51313.374
C 2.434 -2.732 1.503
C 1.453 -1.556 1.324
C 1.084 -1.401 -0.156
O 0.575 -2.580 -0.718
C -0.428 -3.316 -0.019
C 0.271 -0.143 -0.659
C 0.383 -0.113 -2.236
C -1.018 -0.142 -2.898
C -1.779 -1.311 -2.515
F -1.405 -2.495 -2.785
C -2.987 -1.172 -1.784
F -3.471 -2.098 -1.027
F -3.740 -0.127 -1.921
N -1.079 -0.092 -0.317
C -1.548 -0.136 1.091
C -2.720 0.826 1.339
C -2.230 2.041 2.057
F -1.718 1.784 3.271
C -2.175 3.266 1.591
F -1.414 4.212 2.065
F -2.884 3.675 0.557
Si 1.303 1.630 -0.244
C 2.972 1.477 -1.015
C 1.431 2.003 1.564
C 0.336 2.974 -1.078
H 1.966 -3.706 1.365
H 2.804 -2.698 2.544
H 3.306 -2.619 0.851
H 1.949 -0.655 1.682
H 0.582 -1.741 1.955
H 2.041 -1.238 -0.666
H -0.054 -3.746 0.912
H -1.310 -2.718 0.190
H -0.708 -4.141 -0.669
H 0.839 0.771 -2.679
H 1.034 -0.945 -2.505
H -1.618 0.733 -2.654
H -0.857 -0.086 -3.982
H -1.478 0.757 -0.726
H -0.720 0.095 1.760
H -1.880 -1.146 1.344
H -3.233 1.121 0.419
H -3.466 0.300 1.939
H 2.929 1.204 -2.071
H 3.421 2.474 -0.963
H 3.628 0.754 -0.530
H 2.216 1.452 2.084
H 1.734 3.058 1.581
H 0.517 1.935 2.154
H 0.362 2.929 -2.168
H 0.798 3.911 -0.755
H -0.708 3.022 -0.755
Al 4.258 -3.549 3.354

***

(2)
54
Properties=species:S:1:pos:R:3 method="wB97M-V/def2-TZVPD" total_charge=-1 lumo_ev=1.80 energy_ev=-69917.273
C 4.898 -0.833 2.276
C 4.627 0.548 1.667
C 4.600 0.518 0.133
C 3.216 0.286 -0.495
C 3.372 0.047 -2.021
Si 2.007 1.682 -0.209
S 3.151 3.473 -0.575
N 0.686 1.480 -1.320
C -0.303 2.264 -1.467
C -0.612 3.453 -0.586
C -1.281 1.969 -2.579
O 1.484 1.760 1.363
Si 0.668 0.541 2.138
C -1.162 0.582 1.715
C -1.788 -0.784 1.903
O -2.112 -1.178 2.999
C -2.013 -1.581 0.655
C -3.303 -2.031 0.372
C -3.550 -2.724 -0.807
C -2.513 -2.983 -1.697
C -1.222 -2.545 -1.411
C -0.973 -1.837 -0.243
H 4.346 -1.609 1.745
H 5.963 -1.062 2.268
H 4.567 -0.863 3.316
H 5.408 1.235 2.000
H 3.692 0.930 2.075
H 5.239 -0.315 -0.187
H 5.062 1.416 -0.283
H 2.831 -0.640 -0.058
H 4.347 0.408 -2.352
H 3.340 -1.023 -2.233
H 2.595 0.526 -2.612
H 2.272 4.170 -1.298
H 0.102 4.263 -0.739
H -0.597 3.163 0.465
H -1.602 3.850 -0.807
H -2.273 2.360 -2.357
H -0.937 2.441 -3.501
H -1.360 0.893 -2.710
H 1.241 -0.781 1.810
H 0.834 0.743 3.589
H -1.359 0.922 0.700
H -1.628 1.262 2.430
H -4.140 -1.837 1.026
H -4.561 -3.050 -1.013
H -2.710 -3.517 -2.618
H -0.408 -2.736 -2.098
H 0.036 -1.500 -0.047
O -8.455 -2.428 1.526
Cl -7.644 -2.351 0.337
O -6.254 -2.147 0.712
O -8.078 -1.245 -0.484
O -7.747 -3.584 -0.411

***

(3)
72
Properties=species:S:1:pos:R:3 method="wB97M-V/def2-TZVPD" total_charge=-1 lumo_ev=1.69 energy_ev=-75615.512
C -5.302 18.860 -9.982
C -5.684 18.172 -8.678
O -4.902 18.189 -7.675
O -6.730 17.458 -8.730
H -4.296 18.591 -10.306
H -5.667 19.887 -9.972
H -6.034 18.474 -10.692
C -4.567 24.892 -7.386
C -3.614 26.020 -7.498
O -3.740 26.719 -6.313
C -4.859 26.310 -5.693
O -5.321 26.806 -4.668
O -5.427 25.271 -6.360
F -3.939 26.840 -8.537
H -4.082 23.964 -7.084
H -5.190 24.731 -8.265
H -2.574 25.709 -7.587
C -9.825 21.651 -12.562
C -8.564 22.442 -13.007
O -9.079 23.681 -13.458
C -10.307 23.825 -12.940
O -10.965 24.841 -13.020
O -10.589 22.716 -12.192
F -8.180 21.689 -14.105
H -9.650 20.986 -11.716
H -10.186 21.134 -13.451
H -7.784 22.570 -12.256
C -0.923 21.670 -14.562
C -1.516 22.868 -15.276
O -2.591 23.181 -14.447
C -2.236 22.853 -13.191
O -2.708 23.185 -12.148
O -1.136 22.115 -13.234
F -1.914 22.518 -16.462
H 0.166 21.632 -14.592
H -1.296 20.683 -14.836
H -0.855 23.728 -15.387
C -8.241 14.553 -12.834
N -8.687 15.420 -13.997
O -8.776 14.855 -15.077
O -9.227 16.523 -13.738
H -8.555 13.538 -13.079
H -8.724 14.952 -11.942
H -7.158 14.589 -12.716
C -2.045 20.922 -3.138
N -2.829 20.239 -2.044
O -3.687 19.447 -2.467
O -2.597 20.428 -0.882
H -0.982 20.868 -2.899
H -2.240 21.957 -3.419
H -2.161 20.282 -4.013
C 0.126 18.396 -9.751
N 0.848 17.811 -10.934
O 0.205 17.678 -11.917
O 2.037 17.686 -10.774
H -0.572 17.565 -9.650
H -0.434 19.300 -9.992
H 0.784 18.424 -8.883
C -9.719 23.314 -5.833
N -9.082 22.334 -6.756
O -8.514 21.349 -6.314
O -9.083 22.562 -7.934
H -8.944 24.021 -5.538
H -10.204 22.869 -4.964
H -10.540 23.785 -6.373
C -4.065 13.314 -8.469
N -4.778 12.637 -7.356
O -5.651 13.266 -6.852
O -4.424 11.431 -7.053
H -3.388 12.646 -9.001
H -3.652 14.269 -8.141
H -4.832 13.484 -9.224

***

(4)
58
Properties=species:S:1:pos:R:3 method="wB97M-V/def2-TZVPD" lumo_ev=-1.52 energy_ev=-67537.707 e_above_lowest_kj_mol=0.0
C 2.300 0.582 0.381
C 1.447 -0.535 -0.213
C 0.197 -0.844 0.611
F 0.340 -2.103 1.126
N -1.017 -0.908 -0.185
C -1.937 0.019 -0.167
N -3.038 -0.129 -0.991
C -4.217 -0.357 -0.084
C -5.456 -0.424 -1.013
C -4.388 0.798 0.921
P -5.480 0.306 2.371
O -4.978 -1.246 2.587
I -7.801 0.269 1.605
C -3.064 1.452 1.402
C -3.277 2.983 1.294
C -2.020 3.757 1.733
C -1.271 4.291 0.494
I -2.138 6.123 -0.192
N -2.874 1.179 2.850
C -2.233 0.178 3.141
O -1.727 -0.843 3.432
N -1.899 1.129 0.563
H 1.993 1.567 0.036
H 2.382 0.555 1.467
H 3.303 0.438 -0.007
H 2.027 -1.447 -0.295
H 1.120 -0.227 -1.205
H 0.137 -0.195 1.480
H -1.108 -1.700 -0.803
H -2.895 -0.969 -1.539
H -4.124 -1.332 0.394
H -5.152 -0.250 -2.042
H -5.915 -1.406 -0.983
H -6.186 0.340 -0.780
H -4.964 1.565 0.412
H -5.001 -1.448 3.527
H -4.093 3.225 1.969
H -3.547 3.187 0.263
H -2.292 4.598 2.358
H -1.354 3.114 2.307
H -0.200 4.355 0.650
H -1.418 3.581 -0.312
H -1.011 1.335 1.000
C 7.809 -2.158 -1.214
C 7.205 -3.372 -1.914
O 5.817 -3.524 -1.741
C 4.914 -2.772 -2.626
O 5.184 -2.899 -3.879
C 4.804 -1.273 -2.205
F 4.787 -1.112 -0.841
F 3.624 -0.742 -2.625
F 5.765 -0.464 -2.661
H 7.352 -2.005 -0.235
H 8.887 -2.295 -1.087
H 7.672 -1.250 -1.796
H 7.642 -4.263 -1.451
H 7.488 -3.405 -2.970
H 3.922 -3.170 -2.277

***

(5)
53
Properties=species:S:1:pos:R:3 method="wB97M-V/def2-TZVPD" total_charge=+1 lumo_ev="-2.83 / -2.74" energy_ev=-85324.662 s2=1.1066 spin_multiplicity=2
Fe 0.233 -0.343 -0.332
C 2.499 -1.165 2.237
Si 0.837 -0.332 1.967
C -0.494 -1.220 2.962
C 0.956 1.449 2.535
C 1.064 1.798 3.886
C 1.207 3.123 4.263
C 1.247 4.117 3.291
C 1.145 3.777 1.953
C 0.995 2.441 1.565
Si 0.910 1.926 -0.236
C 2.595 2.204 -1.025
C -0.365 3.002 -1.116
H 2.763 -1.189 3.296
H 3.280 -0.620 1.705
H 2.491 -2.195 1.870
H -0.205 -1.257 4.015
H -0.615 -2.253 2.624
H -1.456 -0.713 2.891
H 1.039 1.032 4.655
H 1.289 3.385 5.310
H 1.361 5.154 3.581
H 1.182 4.564 1.206
H 2.892 3.252 -0.960
H 2.594 1.921 -2.081
H 3.355 1.604 -0.521
H -0.040 4.045 -1.115
H -1.338 2.947 -0.629
H -0.479 2.699 -2.161
N 1.670 -1.848 -3.140
C 2.370 -1.654 -2.016
O 1.891 -1.066 -1.035
C 3.767 -2.180 -1.957
I 5.092 -0.724 -2.789
H 0.782 -1.384 -3.252
H 2.133 -2.185 -3.968
H 3.867 -3.114 -2.507
H 4.029 -2.344 -0.916
C -5.450 -2.105 -1.996
N -4.128 -1.785 -1.494
C -3.858 -0.655 -0.625
C -2.349 -0.656 -0.633
O -1.636 0.119 0.043
N -1.871 -1.616 -1.454
C -2.954 -2.241 -1.951
N -2.844 -3.225 -2.842
H -6.167 -2.017 -1.182
H -5.489 -3.135 -2.344
H -5.743 -1.438 -2.808
H -4.242 -0.806 0.385
H -4.248 0.284 -1.025
H -1.927 -3.602 -3.006
H -3.635 -3.777 -3.123

***

(6)
53
Properties=species:S:1:pos:R:3 method="wB97M-V/def2-TZVPD" total_charge=+3 lumo_ev="-11.80 / -11.80" energy_ev=-45229.256 s2=0.7529 e_above_lowest_kj_mol=37.8 spin_multiplicity=2
Re -0.611 0.036 -0.407
C -0.785 -2.376 -2.446
C -1.722 -1.313 -2.999
O -2.092 -0.429 -1.923
C -3.473 -0.474 -1.442
C -3.458 -0.892 0.016
O -2.480 -0.116 0.744
C -2.986 1.214 1.098
C -1.859 2.223 1.105
O -1.157 2.024 -0.154
C 0.006 2.829 -0.499
C 0.598 2.275 -1.793
O 0.992 0.867 -1.572
C 1.406 0.120 -2.711
C 1.434 -1.351 -2.261
O 0.253 -1.777 -1.606
H -0.322 -2.949 -3.251
H -1.309 -3.052 -1.775
H -2.602 -1.787 -3.429
H -1.253 -0.711 -3.777
H -4.053 -1.183 -2.031
H -3.887 0.522 -1.592
H -3.147 -1.929 0.130
H -4.444 -0.764 0.466
H -3.455 1.156 2.080
H -3.734 1.512 0.363
H -1.156 2.074 1.926
H -2.274 3.230 1.145
H 0.720 2.805 0.323
H -0.302 3.861 -0.681
H 1.476 2.854 -2.081
H -0.140 2.293 -2.598
H 2.391 0.448 -3.052
H 0.694 0.232 -3.532
H 2.430 -1.053 -0.373
H 1.643 -1.979 -3.133
O 4.468 -2.686 -0.257
S 3.656 -2.632 -1.416
N 2.508 -1.571 -1.261
C 3.157 -0.291 4.828
C 2.304 -0.158 3.608
C 2.782 0.414 2.424
C 1.964 0.511 1.322
N 0.680 0.082 1.302
C 0.215 -0.458 2.450
C 0.981 -0.596 3.587
H 4.064 0.303 4.754
H 3.443 -1.337 4.966
H 2.607 0.007 5.721
H 3.790 0.805 2.372
H 2.321 0.997 0.421
H -0.815 -0.792 2.434
H 0.536 -1.040 4.469

***

(7)
56
Properties=species:S:1:pos:R:3 method="wB97M-V/def2-TZVPD" total_charge=+3 lumo_ev="-9.05 / -9.02" energy_ev=-60794.057 s2=0.7523 e_above_lowest_kj_mol=55.9 spin_multiplicity=2
Ti -0.109 -0.582 -0.206
O -2.496 -3.957 -0.937
C -1.646 -3.104 -0.465
O -1.430 -1.969 -0.918
C -0.871 -3.556 0.758
O -0.327 -2.395 1.372
C -1.004 -1.942 2.553
C -1.215 -0.425 2.471
O -1.586 0.254 3.393
O -0.948 0.101 1.302
H -3.011 -3.702 -1.725
H -0.037 -4.202 0.444
H -1.509 -4.139 1.433
H -0.391 -2.167 3.436
H -1.983 -2.420 2.693
N -1.123 2.724 1.850
C -1.152 3.419 0.527
C -2.358 2.914 -0.285
C -2.084 1.999 -1.484
N -1.845 0.579 -1.121
C -0.910 2.540 -2.291
C 0.369 2.531 -1.463
N 0.813 1.126 -1.232
C 0.235 3.319 -0.147
H -1.968 2.918 2.406
H -1.072 1.672 1.689
H -0.330 3.033 2.422
H -1.329 4.475 0.751
H -2.867 3.787 -0.695
H -3.068 2.434 0.390
H -2.983 2.045 -2.114
H -1.916 0.049 -1.995
H -2.637 0.273 -0.545
H -1.132 3.564 -2.595
H -0.770 1.960 -3.208
H 1.150 3.033 -2.053
H 1.756 1.185 -0.835
H 0.930 0.721 -2.170
H 0.554 4.338 -0.368
H 0.957 2.914 0.569
N 3.154 -2.775 -1.440
C 2.431 -3.126 -2.537
C 1.237 -2.464 -2.450
N 1.218 -1.711 -1.310
C 2.405 -1.920 -0.708
C 2.636 -1.222 0.517
N 1.640 -0.440 0.973
C 2.101 0.120 2.133
C 3.376 -0.316 2.368
N 3.701 -1.152 1.348
H 4.086 -3.114 -1.244
H 2.803 -3.799 -3.282
H 0.411 -2.480 -3.138
H 1.503 0.770 2.741
H 4.051 -0.088 3.168
H 4.589 -1.628 1.258

***

(8)
55
Properties=species:S:1:pos:R:3 method="wB97M-V/def2-TZVPD" lumo_ev=-0.12 energy_ev=-55213.891 smiles="BCCCSC(=S)N1CCOCC1.C[C@@H]1COC(=O)O1.C[C@@H]1COC(=O)O1" e_above_lowest_kj_mol=14.1
B 0.321 6.145 0.287
C -1.136 5.690 -0.173
C -1.202 4.378 -1.008
C -0.256 4.319 -2.228
S -0.317 2.583 -2.900
C 0.993 1.791 -1.920
S 1.466 2.316 -0.420
N 1.584 0.673 -2.580
C 3.009 0.507 -2.302
C 3.331 -0.444 -1.131
O 2.823 -1.729 -1.480
C 1.413 -1.585 -1.396
C 0.805 -0.559 -2.390
H 1.244 5.741 -0.358
H 0.555 6.887 1.181
H -1.714 5.496 0.752
H -1.648 6.541 -0.659
H -2.227 4.314 -1.414
H -1.110 3.512 -0.348
H -0.543 4.983 -3.049
H 0.800 4.480 -1.987
H 3.529 1.460 -2.160
H 3.454 0.065 -3.210
H 4.418 -0.473 -0.981
H 2.904 -0.091 -0.182
H 1.108 -1.417 -0.351
H 0.989 -2.563 -1.662
H 0.726 -1.058 -3.369
H -0.217 -0.356 -2.043
C -1.778 0.025 3.774
C -2.806 0.661 2.861
C -2.380 0.686 1.419
O -3.077 1.830 0.916
C -3.198 2.694 1.957
O -3.464 3.844 1.847
O -2.965 2.062 3.135
H -2.216 -0.217 4.742
H -1.390 -0.897 3.339
H -0.948 0.709 3.959
H -3.777 0.173 2.984
H -2.660 -0.217 0.880
H -1.306 0.859 1.297
C 0.871 -7.318 0.519
C 0.374 -5.965 0.054
C 1.324 -4.842 0.375
O 0.441 -3.723 0.489
C -0.746 -4.213 0.933
O -1.609 -3.550 1.403
O -0.802 -5.558 0.771
H 0.307 -8.121 0.045
H 1.924 -7.453 0.267
H 0.745 -7.429 1.596
H 0.132 -5.993 -1.012
H 2.068 -4.679 -0.404
H 1.833 -4.977 1.334